{"formula": "C14H39B2CuNO12V2", "method": "the ωB97M-V functional and the def2-TZVPD basis", "charge": -1, "lumo_energy_ev": [1.892, 1.886], "molar_mass_g_mol": 600.52, "homo_energy_ev": [-6.49, -6.60], "homo_lumo_gap_ev": [8.38, 8.49], "spin_multiplicity": 3, "relative_energy_kcal_mol": 20.78, "energy_ha": -5092.65228, "species": ["H", "H", "N", "H", "H", "C", "H", "H", "C", "H", "H", "H", "H", "C", "O", "H", "H", "O", "H", "H", "H", "H", "H", "H", "C", "C", "V", "O", "H", "C", "H", "O", "C", "V", "C", "O", "H", "H", "O", "H", "C", "O", "Cu", "O", "H", "O", "H", "H", "B", "H", "O", "C", "H", "C", "C", "H", "H", "H", "H", "O", "C", "B", "C", "H", "H", "H", "O", "H", "H", "H", "H"], "xyz": [[-1.192, 0.776, -4.123], [-0.943, -1.626, 1.217], [-4.159, -0.707, 0.640], [-3.067, -1.287, 2.373], [-1.742, 2.585, -4.007], [0.473, 4.090, 0.912], [-6.529, -2.525, 1.166], [3.761, 2.325, -1.650], [-5.016, -4.341, 1.895], [-5.631, -4.600, 1.025], [4.831, -1.221, 2.785], [2.391, -1.835, 3.077], [-0.484, 2.070, -5.414], [2.658, 0.095, 3.870], [0.013, 1.931, -0.073], [-6.348, -2.099, 2.874], [-6.123, -0.310, 0.762], [-2.219, -2.409, -0.208], [5.543, 1.757, -2.119], [-0.495, 4.485, 1.244], [-1.584, -3.659, -1.674], [4.426, 0.025, 1.672], [5.248, 3.128, -0.781], [-1.215, -1.991, -1.991], [3.441, 0.929, -5.007], [0.522, 2.593, 1.105], [0.951, 0.249, -4.325], [-4.712, -2.990, 2.065], [-4.126, -1.538, 0.059], [-2.920, -0.745, 1.437], [0.048, 1.059, 2.531], [2.180, 0.158, -0.918], [2.715, -0.861, 2.691], [3.836, 0.335, -2.365], [1.361, -0.493, -1.689], [0.349, 0.168, -2.208], [4.846, 1.256, -0.389], [4.104, -1.576, 1.166], [1.690, -0.628, 1.718], [0.651, 4.418, -0.110], [-1.270, -2.735, -1.186], [2.013, -0.995, -2.695], [-1.259, 1.772, -1.846], [0.229, -0.792, -5.262], [-4.098, -4.923, 1.825], [4.764, -0.865, -1.994], [-5.562, -4.708, 2.780], [0.073, 2.705, 3.221], [4.845, 2.105, -1.247], [1.202, 4.606, 1.542], [2.550, 0.462, -5.826], [-1.791, -1.324, 0.592], [1.835, -0.071, 4.564], [-0.185, 2.109, 2.347], [4.072, -0.943, 2.051], [2.685, 1.147, 3.578], [-0.264, -2.882, -0.776], [1.575, 2.293, 1.147], [-2.603, 0.278, 1.660], [2.790, 1.460, -4.007], [-5.824, -2.133, 1.910], [-0.811, 1.858, -4.280], [-5.382, -0.740, 1.442], [2.030, -0.091, 0.986], [3.576, -0.081, 4.444], [-1.266, 2.142, 2.176], [4.454, 0.298, -4.536], [-5.303, -0.034, 2.271], [-1.442, -0.502, -0.047], [0.100, 2.183, -3.598], [0.734, 1.411, -0.471]]}

***

{"formula": "C14H39ClO18", "method": "the ωB97M-V functional and the def2-TZVPD basis", "lumo_energy_ev": -1.479, "molar_mass_g_mol": 530.90, "homo_energy_ev": -9.72, "homo_lumo_gap_ev": 8.25, "energy_ha": -2371.34624, "species": ["C", "H", "O", "O", "H", "H", "H", "O", "O", "C", "H", "H", "C", "O", "H", "O", "H", "O", "H", "O", "H", "O", "H", "H", "H", "H", "C", "H", "H", "H", "H", "H", "C", "C", "C", "H", "O", "H", "H", "O", "H", "C", "H", "H", "Cl", "H", "H", "H", "H", "C", "H", "C", "O", "H", "H", "C", "H", "C", "O", "O", "H", "O", "H", "O", "H", "H", "H", "O", "H", "C", "O", "C"], "xyz": [[1.661, 1.546, 0.040], [2.062, 6.754, -3.291], [2.138, -0.726, -0.747], [-4.497, -3.439, 1.740], [1.235, -2.254, -3.780], [-0.356, 4.510, 0.057], [-6.943, -6.131, 1.264], [-2.870, -4.443, 4.312], [1.888, 3.048, -3.028], [1.411, 0.011, -0.107], [-2.877, -5.211, -4.841], [1.992, 8.843, 4.778], [0.559, 3.881, 0.107], [1.239, 8.256, 4.650], [1.633, 7.376, 4.607], [-2.183, -4.641, -5.190], [-1.728, -2.991, 6.600], [-1.769, 2.132, -1.034], [1.979, 5.527, 0.511], [4.644, 0.249, -4.327], [3.885, 1.443, 0.374], [-1.642, -1.093, -2.623], [-5.433, -3.519, 1.522], [-3.208, 0.698, 1.075], [4.040, -0.825, 0.842], [-1.166, -3.025, 2.652], [-2.330, -1.236, 1.926], [5.289, 0.329, -3.609], [-2.313, -3.804, -4.726], [4.457, -0.631, -1.427], [-3.199, -1.201, -5.384], [-2.516, -1.858, 7.243], [-2.325, 0.031, 1.164], [-1.156, -2.084, 2.044], [0.126, -0.499, 0.619], [1.746, 2.364, -3.693], [4.676, -0.536, 1.507], [5.528, -0.821, 1.154], [5.190, -1.425, -2.498], [2.891, 5.400, 3.852], [-3.608, -4.465, 3.688], [-0.922, 1.717, -0.282], [1.449, -2.577, -2.308], [1.034, -2.350, 1.443], [4.680, 4.247, 0.813], [-1.624, -0.465, -1.892], [-3.132, -3.775, 4.960], [3.338, 5.216, 3.017], [-4.044, -3.614, 0.901], [0.443, 2.448, -0.051], [1.692, 5.288, -3.474], [3.070, 3.544, 0.450], [-3.609, -1.641, -4.631], [-2.818, -3.072, -1.252], [1.022, 3.150, -2.611], [0.110, -1.739, 1.371], [-0.824, -1.602, -2.508], [1.893, 4.430, 0.358], [-3.126, -3.927, -0.923], [0.815, -2.689, -3.028], [-2.382, -4.520, -1.079], [-2.535, -2.472, 6.501], [-5.456, -6.129, 1.582], [5.326, -0.735, -1.837], [1.954, 5.318, 3.637], [-2.961, -1.537, -3.916], [-3.279, -1.506, 2.447], [1.304, 6.173, -3.424], [5.063, 0.694, -5.072], [-1.069, 0.377, 0.520], [-6.309, -5.848, 1.933], [2.973, 2.092, 0.290]]}

***

{"formula": "C14H39FHfN3O5", "method": "the ωB97M-V functional and the def2-TZVPD basis", "charge": 3, "lumo_energy_ev": -14.424, "molar_mass_g_mol": 526.97, "homo_energy_ev": -15.97, "homo_lumo_gap_ev": 1.55, "relative_energy_kcal_mol": 356.52, "energy_ha": -1243.53969, "species": ["C", "C", "N", "N", "H", "C", "C", "O", "H", "H", "N", "C", "H", "F", "O", "O", "H", "C", "H", "H", "H", "H", "H", "H", "H", "H", "C", "C", "C", "H", "C", "H", "H", "H", "C", "C", "H", "H", "H", "H", "C", "H", "H", "H", "O", "H", "H", "O", "H", "H", "C", "H", "H", "Hf", "H", "H", "H", "H", "H", "H", "H", "H", "H"], "xyz": [[-29.218, 25.547, -15.681], [-22.801, 27.175, -2.809], [-28.160, 31.165, -9.752], [-26.508, 23.115, -12.412], [-32.838, 32.126, -9.155], [-32.924, 31.668, -10.140], [-22.751, 28.240, -3.881], [-23.813, 28.274, -4.825], [-28.629, 34.835, -4.990], [-28.029, 30.170, -9.631], [-28.130, 29.957, -5.118], [-28.447, 30.702, -3.915], [-21.789, 28.100, -4.374], [-26.290, 27.463, -8.573], [-28.366, 32.787, -5.209], [-31.647, 31.843, -10.789], [-26.186, 26.329, -13.422], [-27.907, 24.269, -14.200], [-29.899, 24.721, -15.886], [-28.743, 23.589, -14.036], [-29.937, 30.599, -12.509], [-25.413, 25.471, -12.080], [-24.946, 25.054, -13.642], [-28.473, 25.623, -16.473], [-26.466, 31.658, -3.807], [-29.083, 30.141, -3.230], [-28.995, 34.023, -5.618], [-27.126, 31.067, -3.174], [-29.247, 31.472, -10.647], [-27.403, 23.864, -15.078], [-27.038, 24.353, -12.943], [-29.612, 32.567, -3.535], [-30.822, 30.360, -9.634], [-33.185, 30.611, -10.098], [-25.830, 25.357, -13.081], [-29.038, 30.605, -11.892], [-29.069, 29.864, -5.478], [-27.302, 31.314, -10.262], [-29.845, 26.431, -15.803], [-27.813, 30.769, -5.629], [-30.575, 31.369, -9.962], [-21.826, 26.716, -2.645], [-28.617, 34.323, -6.596], [-23.540, 25.460, -2.609], [-28.509, 25.533, -14.426], [-23.157, 27.642, -1.890], [-29.111, 32.518, -10.922], [-23.805, 26.188, -3.177], [-27.715, 24.735, -12.179], [-22.716, 29.181, -3.333], [-29.225, 32.004, -4.384], [-27.177, 22.358, -12.404], [-30.553, 31.966, -9.050], [-26.349, 26.038, -5.732], [-26.675, 30.181, -2.726], [-25.631, 22.818, -12.815], [-27.401, 31.793, -2.409], [-33.751, 32.139, -10.673], [-30.079, 34.100, -5.702], [-28.193, 31.036, -12.429], [-23.639, 29.096, -5.289], [-30.157, 31.799, -4.911], [-28.882, 29.578, -11.562]]}

***

{"formula": "C14H39InO18P4", "method": "the ωB97M-V functional and the def2-TZVPD basis", "charge": 2, "lumo_energy_ev": -11.283, "molar_mass_g_mol": 734.16, "homo_energy_ev": -15.48, "homo_lumo_gap_ev": 4.20, "relative_energy_kcal_mol": 49.01, "energy_ha": -3466.34675, "species": ["O", "C", "C", "O", "H", "H", "C", "In", "H", "H", "H", "C", "H", "H", "H", "O", "O", "H", "H", "H", "H", "O", "H", "H", "H", "H", "H", "O", "H", "C", "H", "C", "H", "H", "C", "O", "H", "H", "H", "H", "O", "H", "O", "O", "H", "H", "P", "H", "H", "O", "H", "H", "H", "C", "O", "C", "P", "C", "O", "O", "P", "C", "O", "C", "H", "H", "C", "O", "P", "O", "O", "H", "H", "H", "H", "C"], "xyz": [[-9.528, -28.253, -12.979], [-7.059, -34.941, -20.405], [-14.379, -32.602, -16.192], [-10.800, -31.192, -17.020], [-5.387, -34.947, -15.156], [-6.048, -34.309, -11.301], [-12.310, -31.327, -19.761], [-7.894, -31.243, -16.903], [-11.956, -32.122, -20.421], [-13.126, -30.921, -20.363], [-12.011, -27.197, -13.406], [-7.011, -33.829, -11.111], [-11.690, -28.712, -18.107], [-14.704, -32.676, -15.155], [-7.765, -34.727, -19.601], [-13.163, -29.934, -16.958], [-5.019, -31.919, -17.317], [-14.939, -31.744, -16.564], [-13.408, -28.631, -18.526], [-5.440, -31.329, -20.301], [-14.702, -33.484, -16.741], [-11.407, -29.824, -13.338], [-3.280, -33.646, -18.267], [-7.231, -35.928, -20.829], [-10.159, -33.271, -11.937], [-4.327, -34.987, -18.092], [-12.774, -27.900, -17.094], [-12.963, -32.350, -16.150], [-8.132, -26.922, -12.394], [-4.019, -34.073, -17.587], [-11.523, -26.105, -14.675], [-5.235, -33.143, -17.547], [-10.977, -33.786, -13.505], [-4.876, -35.257, -13.502], [-12.702, -28.795, -17.712], [-8.474, -33.106, -14.764], [-9.914, -30.814, -21.780], [-4.978, -31.552, -22.023], [-11.256, -30.167, -11.296], [-11.642, -31.549, -12.363], [-6.394, -33.600, -17.497], [-8.082, -27.240, -14.167], [-8.170, -32.195, -19.529], [-6.989, -35.042, -13.822], [-7.783, -34.553, -10.856], [-6.157, -35.106, -19.809], [-10.238, -29.077, -14.139], [-10.908, -31.912, -22.597], [-9.384, -31.329, -23.412], [-6.872, -33.781, -21.232], [-11.266, -34.730, -12.151], [-5.462, -33.687, -13.886], [-12.931, -27.004, -14.867], [-10.494, -34.089, -12.572], [-11.008, -28.039, -15.069], [-9.860, -31.645, -22.487], [-8.070, -33.920, -13.575], [-5.617, -34.744, -14.113], [-9.031, -32.715, -21.993], [-9.264, -34.723, -12.901], [-7.854, -32.535, -20.937], [-11.914, -27.108, -14.489], [-7.379, -33.178, -12.316], [-8.716, -27.154, -13.283], [-11.526, -30.587, -19.605], [-5.767, -29.993, -21.393], [-11.031, -30.659, -12.244], [-9.314, -29.997, -14.857], [-12.262, -31.299, -17.129], [-12.739, -31.902, -18.546], [-7.026, -31.345, -21.698], [-6.771, -33.107, -10.333], [-9.952, -30.807, -12.188], [-3.501, -34.256, -16.649], [-9.325, -26.264, -13.466], [-5.680, -31.081, -21.338]]}

***

{"formula": "C14H40FN7O6P2S", "method": "the ωB97M-V functional and the def2-TZVPD basis", "lumo_energy_ev": 0.584, "molar_mass_g_mol": 515.53, "homo_energy_ev": -8.31, "homo_lumo_gap_ev": 8.89, "relative_energy_kcal_mol": 31.18, "energy_ha": -2572.82099, "species": ["H", "C", "H", "N", "H", "H", "H", "H", "H", "H", "C", "H", "H", "H", "N", "H", "S", "H", "H", "H", "H", "C", "H", "C", "H", "O", "C", "H", "H", "C", "C", "N", "O", "P", "H", "H", "C", "C", "P", "H", "C", "N", "H", "H", "N", "C", "H", "C", "H", "H", "F", "H", "O", "H", "H", "H", "H", "O", "C", "H", "C", "O", "N", "H", "N", "H", "H", "O", "H", "H", "H"], "xyz": [[-4.074, 5.196, -4.053], [1.705, 0.933, 1.414], [-2.787, 7.480, -0.777], [-3.589, 4.966, 0.120], [-4.996, 2.671, -1.043], [0.838, -6.403, 0.977], [-5.313, 5.294, 1.235], [4.033, -2.368, 2.481], [-2.620, 1.656, -2.020], [-5.053, 6.521, -0.009], [-2.734, 2.428, -2.788], [3.956, -2.921, 4.139], [4.498, -1.908, 0.424], [1.719, -7.044, -0.414], [-3.545, 3.550, -2.329], [-5.635, 4.905, -0.427], [-0.473, -1.121, -1.001], [6.414, -4.039, -0.107], [4.916, -6.904, 1.566], [1.647, -7.953, 1.110], [-3.223, 8.142, -2.340], [4.106, -7.097, 0.859], [-3.181, 1.972, -3.675], [-3.382, 5.947, -3.689], [-3.709, 6.902, -4.105], [-1.586, 3.857, -0.865], [-4.898, 3.122, -2.040], [-1.740, 2.759, -3.079], [-0.310, 1.285, 0.852], [5.733, -4.298, 0.707], [-2.797, 5.487, 1.231], [2.935, -6.304, 1.177], [0.088, -0.461, -2.148], [-2.725, 4.700, -1.338], [3.305, -4.974, 4.713], [3.157, -6.316, 3.609], [1.728, -6.952, 0.678], [0.551, 0.739, 0.462], [2.957, -4.578, 1.083], [0.862, 1.193, -0.478], [-2.730, 7.302, -1.852], [-2.744, -1.441, -0.132], [1.835, -5.147, 3.740], [-5.604, 3.951, -2.136], [4.372, -4.035, 0.284], [3.495, -3.032, 3.159], [2.460, -2.687, 3.217], [-4.952, 5.450, 0.216], [4.993, -2.603, -1.130], [-2.701, 6.581, 1.196], [1.984, -0.153, 2.148], [-1.676, 7.301, -2.141], [-1.961, -0.407, -0.775], [-3.697, -1.099, -0.152], [-2.678, -2.273, -0.714], [-1.796, 5.061, 1.229], [-3.260, 5.221, 2.184], [1.914, -4.375, 0.033], [4.282, -2.701, -0.306], [-5.220, 2.385, -2.778], [2.922, -5.265, 3.734], [0.287, -0.666, 0.353], [3.578, -4.441, 2.697], [6.038, -3.715, 1.588], [-3.411, 6.032, -2.213], [5.910, -5.346, 0.919], [-2.385, 5.724, -4.078], [2.337, 1.925, 1.509], [3.877, -8.159, 0.969], [4.465, -6.931, -0.165], [3.289, -2.522, -0.714]]}

***

{"formula": "C14H40InN2Na2O9S", "method": "the ωB97M-V functional and the def2-TZVPD basis", "charge": 3, "lumo_energy_ev": -14.556, "molar_mass_g_mol": 573.34, "homo_energy_ev": -16.81, "homo_lumo_gap_ev": 2.26, "relative_energy_kcal_mol": 0.00, "energy_ha": -2255.83520, "species": ["C", "H", "Na", "H", "H", "H", "H", "O", "H", "H", "C", "C", "H", "H", "H", "H", "H", "H", "H", "H", "H", "H", "C", "C", "C", "S", "C", "O", "H", "C", "H", "H", "C", "H", "C", "H", "H", "Na", "N", "H", "O", "H", "In", "H", "C", "C", "H", "O", "C", "N", "H", "H", "H", "O", "H", "H", "H", "H", "O", "H", "O", "H", "H", "C", "H", "H", "H", "O", "O"], "xyz": [[6.479, 14.252, 27.223], [8.883, 10.721, 29.720], [11.665, 6.210, 31.938], [13.586, 11.665, 36.873], [8.372, 8.224, 36.962], [6.798, 13.180, 31.804], [5.386, 10.351, 29.117], [10.460, 9.471, 30.417], [7.950, 4.432, 32.300], [15.253, 13.370, 31.160], [7.292, 11.418, 28.653], [8.038, 8.762, 36.075], [7.605, 10.968, 27.711], [6.989, 8.996, 36.254], [11.599, 11.773, 31.576], [7.242, 4.155, 33.953], [12.940, 9.903, 35.168], [9.085, 13.502, 31.345], [7.064, 9.470, 33.974], [6.592, 15.140, 26.602], [6.241, 4.706, 32.776], [8.900, 12.897, 28.898], [7.284, 4.804, 33.079], [14.191, 13.573, 31.300], [12.516, 11.504, 36.743], [11.119, 9.067, 31.672], [7.501, 13.516, 32.566], [7.648, 13.493, 27.318], [14.202, 13.769, 32.372], [5.807, 11.318, 28.839], [9.958, 11.406, 32.204], [7.508, 13.455, 29.403], [8.913, 13.064, 32.328], [6.103, 14.578, 28.192], [13.314, 12.396, 30.924], [10.737, 10.001, 34.414], [13.704, 11.558, 31.502], [11.989, 8.098, 28.971], [7.919, 9.021, 33.679], [5.667, 12.040, 29.643], [12.334, 8.291, 31.386], [8.647, 9.718, 33.621], [7.842, 7.674, 30.711], [7.724, 11.228, 30.583], [12.317, 10.763, 35.413], [7.489, 6.722, 34.616], [8.489, 9.752, 36.014], [11.898, 12.533, 31.071], [8.244, 8.074, 34.696], [7.880, 10.624, 29.789], [13.559, 12.215, 29.877], [7.222, 13.230, 33.580], [5.407, 11.709, 27.903], [10.177, 8.162, 32.320], [12.024, 10.957, 37.547], [9.712, 13.595, 32.846], [12.160, 12.525, 36.611], [6.430, 6.914, 34.788], [7.787, 6.157, 33.289], [5.875, 13.564, 26.632], [11.359, 10.216, 32.513], [9.272, 7.722, 34.773], [7.845, 6.102, 35.439], [7.856, 12.812, 28.594], [12.341, 11.436, 34.556], [7.494, 14.583, 32.789], [13.996, 14.368, 30.581], [9.043, 11.696, 32.182], [11.022, 10.206, 35.308]]}